Entry 1:
88
Properties=species:S:1:pos:R:3:forces:R:3 method="wB97M-V/def2-TZVPD" lumo_energy_ha=-0.1805 total_energy_ev=-43918.007 total_charge=+1 homo_energy_ha=-0.36305 orbital_gap_ev=4.968 spin_multiplicity=1
N 1.02536 0.18459 -1.49150 -0.37 -1.28 0.07
P 1.58228 -1.22363 -1.87205 0.14 2.63 0.12
N 0.60473 -2.63718 -1.40914 -0.74 1.82 0.26
C -0.61485 -2.77186 -1.91876 -0.04 -0.76 0.19
N -1.40631 -3.80458 -1.46574 0.27 -0.23 0.13
N -1.02884 -1.94004 -2.92776 0.45 -0.79 0.01
C -1.97489 -0.86114 -2.46478 -0.46 0.47 -0.72
C -3.42473 -1.27947 -2.31040 -0.30 0.37 1.06
N -3.69934 -1.81830 -0.96717 0.64 -0.43 -0.40
H 0.12955 0.07684 -1.03756 -0.08 0.75 0.24
H 2.80933 -1.40362 -1.21183 -0.02 -0.95 -0.27
H 1.81060 -1.28536 -3.25599 0.10 -0.94 0.11
H 0.64072 -2.81989 -0.40502 0.47 -0.97 -0.17
H -1.54133 -4.63433 -2.01345 -0.08 -0.02 -0.27
H -1.89094 -3.75396 -0.58688 0.04 0.20 0.15
H -1.56509 -2.53157 -3.55736 -0.21 0.19 -0.18
H -1.92869 -0.09842 -3.23193 0.25 0.15 -0.15
H -1.67310 -0.39911 -1.53622 0.38 -0.14 0.15
H -3.77929 -1.93863 -3.09517 0.09 -0.22 -0.13
H -3.99787 -0.35773 -2.39593 -0.06 0.18 -0.45
H -4.05621 -1.08946 -0.37235 -0.24 -0.02 0.17
H -4.35575 -2.58138 -1.00396 -0.24 0.04 0.13
C 4.38059 -2.67732 1.36269 -0.20 0.06 -0.08
C 5.58678 -1.95240 1.93993 -0.10 0.08 -0.09
N 6.82271 -2.68111 1.76088 0.13 -0.09 0.07
C 7.92394 -2.14785 2.54742 0.10 0.06 0.23
C 8.41920 -0.73203 2.23016 0.08 -0.05 0.01
C 7.14004 -3.05419 0.39405 -0.12 -0.09 -0.24
C 7.24983 -1.93561 -0.65171 0.06 -0.07 -0.06
H 4.29510 -3.68754 1.76497 0.07 -0.02 -0.02
H 3.46769 -2.13213 1.62219 0.02 0.03 0.04
H 4.42599 -2.73956 0.27211 0.04 -0.05 0.01
H 5.42068 -1.82881 3.01324 0.11 0.03 0.02
H 5.62799 -0.93710 1.51153 -0.07 0.01 0.03
H 8.76433 -2.84246 2.48048 -0.03 -0.04 -0.10
H 7.61601 -2.17378 3.59710 -0.10 0.00 -0.03
H 8.99969 -0.69925 1.30955 -0.05 0.03 -0.04
H 9.07508 -0.38936 3.03178 0.00 -0.01 0.01
H 7.60054 -0.01557 2.15309 -0.01 -0.01 -0.01
H 6.38050 -3.76348 0.05244 -0.04 0.03 0.05
H 8.06660 -3.63105 0.40186 0.06 0.06 0.11
H 6.43363 -1.21453 -0.57361 0.00 0.00 0.03
H 7.20949 -2.36692 -1.65427 0.00 -0.02 0.01
H 8.19063 -1.39449 -0.57742 -0.04 0.08 0.04
C -6.25855 1.97246 -1.12395 0.07 0.00 0.09
C -6.02718 2.40360 -2.56473 0.01 0.09 0.18
N -7.07265 1.97507 -3.46880 0.00 -0.21 -0.16
C -6.72254 2.13340 -4.87060 0.13 -0.03 -0.17
C -6.49565 3.55215 -5.40536 -0.03 -0.04 -0.09
C -8.42292 2.37369 -3.10302 -0.20 0.04 0.25
C -8.71161 3.87072 -2.93486 -0.09 -0.02 -0.06
H -6.41207 0.89272 -1.05461 -0.08 0.01 -0.05
H -5.38701 2.23035 -0.51853 0.00 0.03 -0.01
H -7.11575 2.47079 -0.67298 -0.03 -0.02 -0.01
H -5.08605 1.95179 -2.89774 -0.03 0.05 -0.18
H -5.87216 3.49319 -2.58566 0.08 -0.01 0.04
H -7.48962 1.64420 -5.47562 -0.08 0.01 0.08
H -5.80841 1.55441 -5.04565 0.03 0.01 0.09
H -7.43090 4.09444 -5.52949 0.00 0.04 0.07
H -6.02574 3.49916 -6.38908 0.00 -0.01 0.00
H -5.83634 4.13532 -4.76198 -0.01 0.00 0.02
H -8.68021 1.87204 -2.16662 0.08 0.00 0.02
H -9.11439 1.95373 -3.83618 0.10 0.00 -0.11
H -7.93694 4.38019 -2.36012 0.02 -0.02 0.00
H -9.65265 4.00256 -2.39860 0.00 -0.02 0.01
H -8.81773 4.37855 -3.89151 0.08 0.04 0.00
C 0.47691 1.96322 5.90414 -0.07 -0.02 0.00
C 1.03071 2.13678 4.49809 -0.13 -0.02 0.11
N 2.24761 1.38230 4.26628 0.15 -0.04 -0.10
C 2.93540 1.75270 3.04319 0.09 0.18 -0.09
C 2.22451 1.48734 1.71088 0.18 -0.04 -0.07
C 2.16835 -0.04021 4.53553 -0.06 -0.15 0.20
C 1.11554 -0.86305 3.77580 0.05 -0.14 -0.02
H 1.23137 2.20215 6.65376 0.04 -0.03 -0.02
H -0.37011 2.63385 6.05116 0.00 0.01 -0.01
H 0.11844 0.94885 6.08440 0.01 0.00 0.01
H 1.26317 3.19491 4.35655 0.07 -0.02 -0.11
H 0.23852 1.89079 3.77151 -0.02 0.04 0.01
H 3.91091 1.25800 3.02970 -0.04 -0.09 0.06
H 3.16042 2.82158 3.10233 -0.09 0.02 0.06
H 2.23152 0.42654 1.45722 -0.09 0.00 -0.01
H 2.74806 2.00659 0.90638 -0.01 0.01 -0.01
H 1.19415 1.84401 1.70809 -0.01 -0.02 0.03
H 1.98939 -0.17326 5.60474 -0.06 0.05 0.00
H 3.15542 -0.47831 4.36662 0.03 0.09 -0.10
H 0.14360 -0.36781 3.75329 0.01 0.04 0.01
H 0.97885 -1.82771 4.26963 0.01 0.01 0.02
H 1.42196 -1.06904 2.74881 -0.05 0.08 -0.03

***

Entry 2:
95
Properties=species:S:1:pos:R:3:forces:R:3 method="wB97M-V/def2-TZVPD" lumo_energy_ha=-0.2009 total_energy_ev=-54894.136 total_charge=+1 homo_energy_ha=-0.41462 orbital_gap_ev=5.817 spin_multiplicity=1
C 4.20695 -2.25550 -2.40973 -7.90 5.57 1.87
C 3.13035 -1.38562 -2.05535 5.20 -4.41 -4.20
C 1.79484 -0.42237 -2.35294 -1.42 -0.66 -0.35
C 0.31148 -1.18683 -2.46270 0.51 4.48 -0.47
C -0.99144 -0.25288 -2.80689 3.13 0.90 0.76
C -2.46160 -0.99141 -2.96993 -2.96 0.94 -5.20
O -3.13731 -0.71956 -4.10265 4.48 -1.87 8.07
O -2.98510 -1.90706 -1.91492 2.52 1.71 -2.83
C -0.82986 1.37444 -3.01493 3.89 -2.86 0.89
C 0.70570 1.99690 -2.86303 -2.16 -3.71 0.06
N 1.91562 1.10141 -2.56316 -3.87 -2.16 -0.16
H 4.98275 -3.11552 -2.70157 -1.66 2.14 0.97
H 0.23208 -2.36112 -2.29596 0.38 2.95 -0.40
H -2.53404 -2.79566 -2.01691 -0.51 1.29 0.05
H -1.75614 2.06584 -3.25421 2.28 -1.47 0.73
H 0.83590 3.14815 -3.03878 0.32 -2.26 0.43
H 2.88118 1.52443 -2.48212 -1.57 -0.65 -0.08
C 3.01021 -5.01854 0.65026 0.06 -0.37 -0.07
O 2.72489 -3.63635 0.76162 -0.08 0.79 -0.57
H 2.94145 -5.47636 1.63986 -0.02 0.20 -0.16
H 2.28432 -5.48882 -0.01754 0.10 -0.21 0.06
H 4.02170 -5.15236 0.25884 -0.02 -0.19 0.04
H 2.79357 -3.25745 -0.13118 0.07 -0.14 0.33
C -3.58979 -4.71854 0.80678 -0.11 -0.01 -0.17
O -3.87511 -3.33635 0.91814 0.04 0.52 -0.38
H -3.65855 -5.17636 1.79639 0.02 0.17 -0.16
H -4.31568 -5.18882 0.13898 0.10 -0.27 0.03
H -2.57830 -4.85236 0.41536 0.07 -0.30 0.04
H -3.80643 -2.95745 0.02534 -0.19 -0.06 0.63
C -5.23430 -3.66830 -3.03773 0.04 0.08 -0.34
O -4.93646 -5.04858 -3.13948 0.40 -0.40 -0.37
H -5.63100 -3.46300 -2.04068 0.06 -0.12 -0.11
H -4.32292 -3.08552 -3.19194 -0.48 0.10 -0.09
H -5.98261 -3.39982 -3.78754 -0.02 0.26 0.13
H -4.58677 -5.20039 -4.03393 -0.26 -0.03 0.51
C 6.63343 -5.89240 -2.51467 0.08 -0.33 -0.06
O 6.74776 -4.68038 -3.23730 -0.07 0.47 -0.51
H 6.22069 -5.67891 -1.52588 0.09 0.05 -0.16
H 5.96484 -6.57342 -3.04686 0.03 -0.17 0.20
H 7.62129 -6.34652 -2.40438 -0.14 -0.14 0.16
H 7.11635 -4.90127 -4.10950 -0.20 0.28 0.46
C 4.95732 -0.87484 1.44331 0.02 -0.15 0.18
O 3.80771 -0.73726 0.62863 -0.69 0.03 -0.15
H 5.68712 -0.11294 1.15952 -0.18 -0.09 -0.02
H 4.68066 -0.73866 2.49162 0.24 -0.05 0.05
H 5.39290 -1.86621 1.29604 0.17 0.05 0.17
H 3.17864 -1.42590 0.90327 0.37 0.31 0.03
C 0.59877 -1.55639 2.83469 0.04 -0.30 -0.05
O 0.89661 -2.93667 2.73294 -0.08 -0.20 -0.25
H 0.20207 -1.35108 3.83175 0.11 -0.03 -0.22
H 1.51015 -0.97360 2.68048 -0.07 0.29 0.08
H -0.14954 -1.28791 2.08488 -0.09 0.32 0.08
H 1.24630 -3.08847 1.83849 0.04 -0.15 0.56
C 1.89219 1.85195 3.19363 0.03 0.14 0.18
O 0.61973 1.48033 3.69059 -0.44 0.11 0.38
H 2.01142 1.44870 2.18526 -0.08 -0.01 0.14
H 1.96700 2.94156 3.15910 0.24 0.01 -0.09
H 2.67121 1.44281 3.84170 0.19 0.09 -0.16
H 0.54281 1.85186 4.58580 0.04 -0.22 -0.38
C -2.18937 4.16863 5.56834 -0.36 -0.05 0.16
O -1.03860 3.96422 4.76948 0.31 -0.37 -0.55
H -2.01362 5.01689 6.23407 0.06 -0.19 -0.13
H -3.04661 4.38404 4.92587 -0.12 0.02 0.17
H -2.38335 3.27399 6.16521 -0.17 0.16 0.11
H -1.22408 3.20604 4.18971 0.31 0.39 0.18
C 2.83587 5.55914 -3.94508 0.38 0.19 -0.14
O 1.53252 5.00765 -3.90790 -0.79 -0.53 -0.30
H 3.20895 5.65835 -2.92302 -0.17 -0.02 -0.15
H 3.49694 4.89675 -4.50921 0.18 0.16 0.04
H 2.80212 6.54494 -4.41553 0.22 -0.04 0.09
H 1.22795 4.93160 -4.82813 0.08 0.11 0.49
C -1.54167 5.09471 -1.57761 0.17 0.33 0.11
O -2.17369 4.14453 -2.41543 -0.15 -0.37 -0.87
H -1.45257 4.67781 -0.57168 -0.09 0.00 -0.20
H -0.54533 5.31904 -1.96621 0.05 0.19 0.19
H -2.14356 6.00607 -1.53989 0.19 0.04 0.16
H -2.23883 4.54218 -3.30030 -0.12 -0.15 0.50
C -6.30123 -7.57210 -1.65757 0.18 0.04 -0.14
O -6.00339 -8.95238 -1.75932 0.21 -0.47 -0.36
H -6.69793 -7.36680 -0.66052 0.04 -0.16 -0.13
H -5.38985 -6.98931 -1.81178 -0.24 0.20 0.04
H -7.04954 -7.30362 -2.40738 -0.01 0.28 0.09
H -5.65370 -9.10418 -2.65377 -0.22 0.00 0.58
C 1.33075 5.99439 6.95147 -0.09 -0.14 -0.11
O 0.70929 4.72257 6.92930 -0.09 -0.21 -0.23
H 1.70146 6.19114 7.96019 -0.08 -0.08 -0.15
H 2.16818 6.00414 6.24958 0.10 0.27 0.06
H 0.60250 6.76166 6.67724 0.17 0.23 0.03
H 0.39059 4.57590 6.02249 0.00 -0.12 0.37
C -2.87284 8.66965 0.32105 -0.11 -0.06 0.16
O -1.92365 8.30252 1.30518 0.06 -0.40 0.37
H -2.40737 9.36796 -0.37847 0.00 -0.12 0.18
H -3.20070 7.77904 -0.22058 -0.20 0.12 -0.19
H -3.72769 9.15308 0.80039 -0.11 0.05 -0.26
H -2.36496 7.68317 1.91100 0.34 0.39 -0.27

***

Entry 3:
109
Properties=species:S:1:pos:R:3:forces:R:3 method="wB97M-V/def2-TZVPD" lumo_energy_ha=-0.1766 total_energy_ev=-130068.571 total_charge=+1 homo_energy_ha=-0.40370 orbital_gap_ev=6.179 spin_multiplicity=1
C -5.47789 -0.03225 -2.29455 0.24 0.30 1.16
Si -4.67251 -1.74482 -1.76933 -1.27 0.65 -3.35
C -3.01350 -1.86487 -2.73970 0.61 -1.18 -0.81
C -5.99221 -3.09100 -2.32136 -0.59 0.11 -0.19
N -4.50756 -1.67720 0.02075 2.32 -1.90 3.18
C -3.61716 -2.38275 0.79197 -1.05 0.66 0.24
N -3.67616 -2.20409 2.29290 0.53 -1.20 -2.88
C -2.32273 -1.92248 2.90685 1.34 0.22 1.72
C -2.45028 -0.52681 3.75659 -0.94 -0.07 0.00
C -2.15248 0.84036 2.90359 -0.02 1.70 1.38
N -2.70828 0.85655 1.49692 1.62 0.28 -0.45
N -0.66098 1.19001 2.98668 -1.15 0.02 -1.61
N -2.86370 1.97789 3.66649 1.90 -0.57 0.16
C -1.05670 -1.99470 1.86861 -0.53 -1.15 0.60
C -1.29865 -3.36423 0.93932 1.50 1.39 0.68
Cl -1.32690 -4.91551 2.01128 1.88 2.19 0.78
N -2.60639 -3.30487 0.14613 -0.42 1.54 2.03
I -3.28694 -5.27765 0.08680 -2.20 0.23 -2.18
H -5.11689 0.74181 -1.47229 -0.84 -1.17 -1.86
H -5.02006 0.25970 -3.33221 -1.16 -0.43 2.00
H -6.65263 -0.07774 -2.27212 2.37 0.32 -0.26
H -2.05824 -1.58196 -2.12612 -1.78 -0.44 -1.39
H -2.91191 -3.00039 -3.08836 0.04 2.38 0.81
H -3.12300 -1.24751 -3.75284 0.36 -1.16 2.37
H -5.54668 -4.17510 -2.33560 -1.15 2.04 0.00
H -6.32573 -2.74461 -3.41403 0.87 -0.90 2.26
H -6.98394 -3.00082 -1.66526 2.22 -0.42 -1.31
H -5.16965 -1.02235 0.53440 1.34 -1.23 -0.35
H -4.01576 -3.12875 2.66791 0.36 1.12 -0.62
H -2.14057 -2.78500 3.71181 -0.30 1.91 -1.83
H -3.58896 -0.45604 4.10824 2.53 -0.17 -0.87
H -1.81462 -0.57879 4.75154 -1.02 0.27 -2.30
H -3.29807 1.69410 1.29776 0.58 -0.92 0.67
H -1.85974 0.98743 0.86766 -1.56 -0.25 0.94
H -0.10168 0.59989 2.33292 -0.38 0.46 0.77
H -0.57388 2.17126 2.60110 -0.07 -1.41 0.59
H -2.17983 2.19338 4.45182 -1.34 -0.28 -1.05
H -2.88055 2.85254 3.09747 0.18 -1.03 0.36
H -0.07782 -2.10979 2.54178 -2.13 0.15 -1.76
H -0.93043 -1.06658 1.16739 -0.46 -1.89 1.23
H -0.35115 -3.47337 0.24940 -2.31 -0.10 1.07
C 3.32375 0.12322 -4.73189 0.53 0.62 -0.33
O 3.37372 -1.24238 -4.35542 -2.60 2.32 0.83
P 1.81302 -1.97871 -4.23390 4.20 -9.81 -1.39
O 2.48647 -3.14802 -3.50382 -0.64 1.39 0.61
O 1.79335 -2.27278 -5.85569 -1.61 0.78 0.62
C 2.93531 -2.82651 -6.49245 0.80 0.42 -0.29
O 0.25226 -2.71497 -4.11234 -1.09 3.72 -0.64
C 0.12858 -4.07375 -3.73273 0.44 -0.19 0.68
H 4.33935 0.46069 -4.95112 -0.12 -0.06 0.06
H 2.70879 0.25381 -5.62494 0.01 0.14 -0.10
H 2.91706 0.71402 -3.91136 0.11 0.25 -0.05
H 3.55015 -3.40808 -5.80350 -0.12 0.11 0.12
H 3.52789 -2.01536 -6.92333 0.12 -0.19 0.00
H 2.59931 -3.47596 -7.30260 -0.27 0.15 0.14
H 0.38942 -4.19347 -2.67616 0.16 -0.25 -0.25
H 0.74629 -4.71551 -4.36470 0.12 0.13 0.19
H -0.91710 -4.36947 -3.85649 -0.06 0.48 -0.12
C 4.71707 2.61493 3.64153 0.13 0.60 0.67
O 3.80929 1.64667 3.14405 2.83 1.23 -1.81
P 4.54452 0.50017 2.07742 -7.51 -7.02 1.81
O 3.13193 0.07149 1.65948 0.79 1.09 -0.54
O 5.04687 -0.41089 3.35597 1.17 0.23 -0.99
C 4.14921 -0.70614 4.41578 -0.17 0.50 0.63
O 5.27984 -0.64629 1.01075 2.70 2.30 0.46
C 4.50482 -1.67226 0.41708 -0.74 0.20 -0.43
H 4.21937 3.18586 4.42876 0.03 -0.07 -0.12
H 5.60189 2.13235 4.06224 0.11 0.09 0.09
H 5.00923 3.28957 2.83704 0.09 0.22 0.15
H 3.10728 -0.68283 4.09217 0.09 0.10 -0.13
H 4.30323 0.01664 5.22117 -0.19 -0.10 0.03
H 4.37979 -1.70215 4.79765 0.21 0.07 -0.22
H 3.82690 -1.24614 -0.32960 -0.06 -0.28 0.23
H 3.95254 -2.23429 1.17333 -0.08 0.21 -0.04
H 5.18311 -2.35877 -0.09753 0.31 0.37 0.12
C 7.70246 0.45507 1.90385 0.21 -0.37 0.03
O 8.70771 1.35188 2.34462 -0.46 -3.33 0.31
P 10.29573 0.66588 2.32682 5.00 9.45 -0.18
O 10.75570 1.85628 3.17843 -0.77 -1.44 0.31
O 10.46556 1.02741 0.72760 0.35 -1.65 0.26
C 10.10096 2.31238 0.24585 -0.78 0.26 -0.15
O 11.88375 -0.02022 2.30904 -2.25 -3.13 -1.09
C 12.99877 0.74282 2.73354 0.01 0.45 0.89
H 6.76978 1.01077 1.78266 -0.10 0.35 -0.07
H 7.97597 0.01242 0.94362 -0.32 0.03 -0.13
H 7.56058 -0.32911 2.64725 -0.38 0.00 -0.13
H 10.15754 3.07569 1.02370 0.01 -0.17 0.09
H 9.08450 2.26490 -0.15334 0.03 0.21 0.01
H 10.77800 2.58274 -0.56628 0.07 -0.31 0.10
H 12.95754 0.89704 3.81669 0.08 0.27 -0.27
H 13.04677 1.69617 2.20285 -0.20 -0.01 0.17
H 13.90658 0.17568 2.50899 -0.38 -0.38 -0.13
C -11.05729 4.62043 -3.21747 -0.83 0.15 -0.37
O -10.22534 3.59486 -2.70251 1.10 3.31 -0.87
P -8.91850 4.19027 -1.73795 1.06 -9.41 5.03
O -8.28855 2.79471 -1.83506 0.14 1.18 -0.91
O -9.89461 4.26893 -0.41203 0.93 1.49 -0.21
C -10.74696 3.17987 -0.09019 -0.80 -0.16 -0.38
O -7.61162 4.78576 -0.77343 -1.47 3.28 -1.25
C -6.68051 3.88847 -0.19587 0.29 -0.50 -0.60
H -11.94182 4.15951 -3.66305 0.14 0.03 0.04
H -11.37569 5.29455 -2.41937 -0.13 0.10 -0.02
H -10.51816 5.17903 -3.98232 -0.22 0.09 -0.14
H -10.37044 2.23251 -0.47961 0.10 0.14 -0.11
H -11.74226 3.37796 -0.49631 0.02 -0.22 0.06
H -10.82539 3.11069 0.99613 0.18 0.27 -0.07
H -6.05033 3.44824 -0.97548 -0.15 -0.20 0.23
H -7.18887 3.11360 0.38201 -0.04 -0.04 -0.23
H -6.03326 4.45522 0.47946 -0.28 0.41 -0.19